220
Properties=species:S:1:pos:R:3:lowdin_charge:R:1 method="wB97M-V/def2-TZVPD" homo_lumo_gap_ev=9.837 homo_ev=-9.5
O -5.4983 -0.4426 1.9488 -0.096
O -2.4368 4.0680 0.5638 -0.103
O -2.1285 3.9967 -5.0669 -0.128
O 1.3896 1.5015 3.9413 -0.086
O -4.9188 -2.1070 -2.5578 -0.119
O -4.4630 4.0537 3.0412 -0.046
O 4.1588 -1.8564 -0.4094 -0.055
O 2.7610 4.7389 1.2469 -0.048
O -5.7266 1.1334 4.7890 -0.073
O 2.9718 -0.5719 -2.5491 -0.075
O 0.8248 -1.2096 -4.3420 -0.072
O -3.6933 0.2865 -3.0469 -0.111
O -4.7650 -4.2702 -0.7883 -0.060
O 1.8381 1.2229 6.7560 -0.098
O -4.0269 -0.9031 4.4278 -0.099
O -2.7592 1.2821 -5.3555 -0.118
O -1.7444 1.7533 -1.9042 -0.084
O -6.2282 -0.0535 -1.1024 -0.074
O 3.5001 2.3543 2.3181 -0.087
O -1.8112 4.4648 -2.2681 -0.129
O 6.7469 -1.7193 -1.2407 -0.118
O -0.9068 -4.0094 4.9935 -0.029
O 5.3675 -2.4745 -3.4295 -0.042
C 8.9503 -1.3868 -0.3332 -0.051
C -2.7978 5.2821 -1.5947 -0.184
C -4.6238 -0.2374 0.8568 -0.227
C 3.6452 -1.4860 0.8293 -0.490
C 5.7497 -3.0996 -4.6241 -0.462
C -0.1528 -1.6871 -6.5052 -0.051
C -5.3027 -2.5867 -3.8479 -0.465
C 0.3563 -0.5967 7.3586 -0.055
C -0.9028 0.9614 3.4303 -0.054
C -4.1379 1.4990 -5.0278 -0.174
C -5.4221 2.4982 4.6089 -0.201
C 4.7406 -4.1126 -5.0747 -0.036
C 1.7821 -0.2186 7.1289 -0.437
C 0.0905 2.0476 3.6568 -0.441
C 2.4701 -1.0271 6.0436 -0.067
C 0.8517 -5.5728 4.8419 -0.063
C -0.0211 1.8062 -0.1117 -0.033
C -0.3134 2.8092 4.9540 -0.024
C -4.6663 2.7135 3.2932 -0.264
C -3.0435 -5.5835 0.3636 -0.065
C -6.7250 -2.1252 -4.0385 -0.037
C 1.7825 5.4680 2.0170 -0.467
C 1.7815 6.8548 1.3008 -0.060
C 4.8463 3.2808 4.2027 -0.046
C -6.0037 -2.2446 4.8708 -0.043
C 7.7296 -0.6898 -0.9940 -0.414
C 3.7756 0.5743 -2.5111 -0.494
C -4.2478 -2.2944 -4.9143 -0.024
C -2.4854 -4.5199 -1.8542 -0.048
C 2.1173 -1.5233 0.6294 -0.031
C -3.3411 -4.4337 -0.5767 -0.483
C 3.3082 1.4333 -1.3705 -0.045
C 7.0065 0.1599 0.0820 -0.054
C -1.4095 -6.0809 4.2251 -0.056
C -2.4342 5.3524 -0.0579 -0.204
C -4.4053 1.3721 -3.4624 -0.222
C -1.0676 4.3523 -6.0257 -0.437
C 1.1223 -3.4159 -5.3535 -0.059
C -5.2770 0.6245 -0.2119 -0.179
C -0.7654 -0.2583 -1.4499 -0.044
C 3.6470 1.3225 -3.8302 -0.035
C 4.1227 -2.4768 1.9175 -0.032
C -0.4438 1.2231 -1.4968 -0.365
C 6.2774 -2.0930 -5.7217 -0.020
C 0.1016 3.3691 -5.8077 -0.039
C -4.0118 -3.0508 3.4860 -0.050
C -4.4663 -2.2678 4.7184 -0.425
C 5.3904 1.0530 3.2660 -0.044
C -0.3812 -5.0244 4.2226 -0.569
C 4.8393 2.4946 2.9036 -0.384
C -1.5953 4.2790 -7.4564 -0.063
C 1.9572 5.6320 3.5059 -0.051
C 0.1738 -2.2667 -5.1749 -0.442
H 4.1660 2.7372 4.8106 0.054
H -0.7287 -2.4194 -7.0658 0.092
H -2.0109 -5.4297 0.7170 0.080
H 1.8663 -0.8744 -0.2008 0.026
H -0.2097 -4.6322 3.2406 0.133
H -5.3873 -3.6895 -3.7010 0.146
H 2.6962 -2.0684 6.2813 0.080
H -5.2452 2.1797 2.4957 0.117
H 0.0598 2.9221 -0.2768 0.091
H 1.1771 6.2870 3.8733 0.082
H 1.6551 -1.1591 1.5866 0.101
H 6.6830 -3.5518 -4.4063 0.119
H 2.5188 1.6486 7.3217 0.109
H 4.3179 2.1992 -3.8851 0.089
H -6.4514 -3.2238 5.0980 0.082
H -6.3710 -1.9803 3.8575 0.083
H 0.9190 3.6840 -6.4451 0.076
H -3.7402 -5.5061 1.2064 0.075
H -1.4098 5.8254 0.1006 0.128
H 3.8339 -2.1066 2.9056 0.072
H 1.9193 -3.1030 -6.0522 0.085
H 0.3816 3.4003 -4.7274 0.087
H -4.6424 2.7322 5.3657 0.138
H 1.2462 -1.5907 -3.5764 0.036
H -1.1820 -6.9287 3.5797 0.089
H -0.3018 -3.2758 4.9002 0.082
H 2.9637 0.8613 -0.5431 0.036
H -3.7991 0.2889 1.3077 0.110
H -6.3599 0.8572 4.1467 0.078
H -2.9545 -3.5556 -0.0145 0.123
H 0.2865 -1.7219 7.3880 0.094
H 8.0190 -0.0676 -1.8824 0.151
H 9.5198 -0.6395 0.2706 0.087
H -4.6422 -2.7261 2.6442 0.078
H 0.5447 -4.2252 -5.7191 0.078
H -2.0147 4.4338 -3.2526 0.077
H -5.8595 1.3981 0.2696 0.110
H -4.9228 -3.4214 -1.2293 0.035
H -4.2289 -4.0712 3.8141 0.083
H -2.9974 -2.9471 3.2404 0.055
H -0.6542 -0.7427 -6.5313 0.069
H -2.3602 3.0130 -5.1714 0.062
H -7.2319 -2.4817 -3.1821 0.075
H -4.4089 -0.2571 5.0237 0.053
H 0.7415 -1.6085 -7.0556 0.064
H -2.2655 0.7935 -4.6347 0.121
H -3.7367 4.2778 2.4357 0.070
H -1.6536 2.6743 -2.1595 0.040
H -6.7367 -1.0302 -4.0242 0.081
H -3.7141 2.1654 3.4544 0.102
H -1.4581 -4.3735 -1.5225 0.071
H 9.6480 -1.7491 -1.0516 0.058
H -4.3220 -1.2068 0.4684 0.112
H 2.7750 7.2316 1.3837 0.063
H 3.7892 -3.4550 1.6842 0.063
H -1.4684 -0.4545 -0.6344 0.086
H 5.4874 -1.4284 -5.8713 0.037
H 4.0059 0.7051 -4.6974 0.087
H -4.4209 2.4866 -5.3761 0.113
H 8.6292 -2.1552 0.3329 0.069
H 0.3471 1.4207 -2.2314 0.132
H -4.4590 1.0751 -0.8612 0.112
H 5.8158 3.2320 4.6638 0.080
H -0.6139 0.3064 2.6156 0.067
H 4.4113 4.2897 4.1203 0.073
H -0.3303 -0.4147 6.5048 0.083
H 2.6303 1.6558 -3.9448 0.062
H 6.3069 -2.5703 -6.6820 0.067
H 6.3429 -1.8663 -2.1417 0.071
H -4.5536 -1.2125 -2.6292 0.051
H 0.7907 5.0773 1.8286 0.110
H -0.8997 0.2672 4.2625 0.071
H 0.2572 2.6825 2.7761 0.125
H 3.1988 -1.1151 -1.7683 0.051
H 1.8968 -1.0521 5.1215 0.064
H -2.1029 3.3111 -7.5989 0.084
H 4.6294 -4.8993 -4.3165 0.095
H 1.6904 -4.8644 4.8787 0.075
H 0.6963 -5.6623 5.9303 0.092
H -1.9240 1.3399 3.2154 0.074
H 0.9818 7.5787 1.7041 0.103
H 1.7438 4.6391 3.9746 0.064
H -2.9098 0.5726 -2.5273 0.057
H -5.0055 -0.5209 2.7873 0.033
H 0.4676 3.5661 5.1530 0.070
H 1.9173 -2.5508 0.3404 0.090
H 2.5697 2.2009 -1.6386 0.084
H 6.7516 -0.6145 0.8282 0.084
H -0.7235 -2.5737 -4.6444 0.117
H -4.5951 -2.7893 -5.8566 0.098
H -3.1447 -6.5794 -0.0407 0.073
H -4.6902 0.6982 -5.5689 0.111
H 5.2334 -2.5522 1.9076 0.086
H -3.9765 -2.7030 5.5915 0.130
H -2.6561 -3.6541 -2.5236 0.058
H -3.7873 4.8607 -1.8356 0.120
H 4.8224 0.2860 -2.3572 0.124
H 4.1514 2.0380 -0.9517 0.098
H 4.9444 -4.6867 -5.9438 0.070
H -1.4429 -6.4608 5.2191 0.082
H 7.2141 -1.5841 -5.3718 0.098
H 2.8573 3.8247 1.4216 0.009
H -0.0202 -0.3510 8.3582 0.084
H -1.3242 3.2747 5.0062 0.096
H -4.1719 -1.2531 -5.1389 0.036
H 7.7095 0.8419 0.5139 0.070
H 5.1014 -1.7316 -0.4352 0.041
H 1.1704 -6.5566 4.5047 0.086
H -5.9411 -0.9622 -1.0989 0.039
H -2.3321 -5.6868 3.7860 0.073
H 5.5171 2.9182 2.1617 0.136
H 1.5260 6.6911 0.2649 0.061
H 1.6326 1.7231 4.8431 0.040
H -3.1508 6.0044 0.4551 0.116
H -1.2836 -0.6836 -2.2549 0.048
H -6.2819 3.0222 4.7399 0.091
H -5.4403 1.3208 -3.2196 0.109
H 2.4290 -0.3546 8.0140 0.141
H -1.8489 3.4461 0.0577 0.053
H -0.7627 4.5070 -8.1358 0.083
H -3.2843 -2.7540 -4.6287 0.071
H 2.8681 1.9206 2.8957 0.041
H -4.0302 2.2902 -3.0043 0.114
H 1.5922 -3.7338 -4.4667 0.062
H 6.1926 0.6923 -0.3396 0.053
H -7.0517 -2.4142 -5.0434 0.088
H -2.6177 -5.4853 -2.3286 0.079
H 2.9009 6.0265 3.7585 0.060
H -2.8111 6.3177 -1.9498 0.112
H -0.2690 2.0238 5.6783 0.050
H -6.3355 -1.6028 5.6792 0.073
H -0.3184 2.3916 -6.0634 0.075
H -0.7644 1.7676 0.7210 0.070
H -2.3552 5.0241 -7.7269 0.077
H 0.0087 -0.9906 -1.1411 0.077
H 5.1810 0.4020 2.4207 0.028
H 3.9943 -0.4746 1.1530 0.114
H 6.4762 1.0472 3.4573 0.087
H 4.8914 0.5468 4.0966 0.062
H 4.4534 -2.2211 -3.4664 0.078
H 0.9879 1.5351 0.2911 0.079
H 3.4265 -0.5331 5.7361 0.080
H -0.8581 5.4010 -5.8580 0.130
H 3.7581 -3.6290 -5.2698 0.062

***

30
Properties=species:S:1:pos:R:3:lowdin_charge:R:1 method="wB97M-V/def2-TZVPD" homo_lumo_gap_ev=8.719 homo_ev=-8.3 smiles="NC1=N[C@H]2n3c(cc(Br)c3Br)C(=O)N3CCC[C@]23N1"
Br -0.3274 -5.5176 -1.1224 0.731
Br 1.7107 -3.6659 1.4632 0.868
O -1.6369 -0.2251 -2.6145 0.067
N -1.4928 0.9290 3.3356 0.135
N 0.2320 -1.7350 0.0801 -0.023
N -0.5571 0.9391 -0.8289 0.028
N -0.3838 1.4698 1.3442 0.129
N -0.3567 -0.6965 2.2215 0.157
C -0.6196 -1.5188 -1.0499 -0.137
C 1.6071 1.3684 -0.1213 -0.076
C -0.9972 -2.6932 -1.5012 -0.028
C -0.1940 1.9542 -1.7499 -0.196
C -1.0088 -0.1735 -1.5520 -0.339
C -0.7587 0.5279 2.3010 -0.518
C -0.1138 -3.6946 -0.8282 -0.720
C 0.6420 -3.0507 0.1388 -0.780
C 0.3189 0.7267 0.3830 -0.342
C 1.1666 2.3054 -1.2927 -0.174
C 0.5613 -0.7241 1.0572 -0.206
H 1.7751 2.3558 -2.1935 0.115
H -0.2150 1.6502 -2.8516 0.147
H -1.2554 1.9000 3.5307 0.107
H 2.1579 1.9765 0.7138 0.148
H 2.3369 0.5131 -0.4778 0.151
H -1.5630 0.2374 4.1221 0.139
H 1.5242 -0.8008 1.3255 0.078
H -1.1281 2.1545 1.0518 0.183
H -1.7283 -2.7186 -2.3118 0.130
H 1.1038 3.2735 -0.8883 0.085
H -0.7996 2.9326 -1.6846 0.143

***

29
Properties=species:S:1:pos:R:3:lowdin_charge:R:1 method="wB97M-V/def2-TZVPD" homo_lumo_gap_ev=10.031 homo_ev=-9.2 e_above_lowest_ev=7.082
C -2.9930 -0.6264 -0.4261 -0.131
C 2.6851 -1.2082 0.5773 -0.095
C -1.3043 1.5345 -0.4333 -0.044
C -1.6470 0.0442 -0.1036 -0.704
C 3.0374 -0.9816 -0.6971 -0.095
C 2.2364 1.3881 -0.3468 -0.188
C -0.6099 -0.9768 -0.6984 -0.074
C -1.5946 -0.1380 1.4470 -0.066
C 2.0796 -0.0839 1.4745 -0.029
C 1.7090 1.1093 0.8740 -0.202
C 2.5473 0.4002 -1.1818 -0.105
H -2.5284 0.2924 1.8829 0.095
H -0.3645 1.6474 0.3697 0.099
H 3.1036 -1.8629 -1.3570 0.105
H -1.1219 1.7138 -1.5766 0.111
H -3.3424 -1.5057 0.3028 0.101
H 1.2700 1.8922 1.6037 0.142
H -1.2790 -1.1307 -1.7163 0.088
H -2.8136 -1.2391 -1.6162 0.128
H -2.0462 2.2521 -0.3068 0.028
H -3.8925 0.2822 -0.5860 0.136
H 2.8756 -2.2939 0.9183 0.118
H -0.8468 0.3259 1.8518 -0.018
H 2.9210 0.5622 -2.2677 0.124
H -1.6786 -1.2986 1.1804 0.101
H 1.8981 -0.2376 2.5022 0.075
H 0.3493 -0.3327 -0.8078 0.063
H 1.8600 2.3929 -0.7778 0.143
H -0.5099 -1.9214 -0.0852 0.092

***

17
Properties=species:S:1:pos:R:3:lowdin_charge:R:1 method="wB97M-V/def2-TZVPD" homo_lumo_gap_ev=8.246 homo_ev=-7.3 e_above_lowest_ev=4.028
O -1.2657 -0.5789 2.3646 0.008
N -0.6253 1.0675 0.5305 0.049
N -0.9655 0.1572 -1.5776 0.108
C 0.1810 -1.2848 0.4848 -0.059
C -0.1954 -0.3708 1.5482 -0.354
C -0.0654 0.4468 -0.5863 -0.575
C 1.3172 0.8146 -1.0592 -0.042
H 1.6621 0.1447 -1.8453 0.079
H -0.5920 -1.9694 0.1438 0.066
H -1.9095 -1.1197 1.8896 0.099
H 2.0207 0.7825 -0.2308 0.079
H 1.1636 -1.7353 0.5658 0.060
H 1.2846 1.8369 -1.4529 0.084
H 0.6181 0.0581 2.1272 0.131
H -1.9218 0.0583 -1.2696 0.097
H -0.6457 -0.1576 -2.4813 0.098
H -0.0609 1.8498 0.8485 0.071

***

10
Properties=species:S:1:pos:R:3:lowdin_charge:R:1 method="wB97M-V/def2-TZVPD" homo_lumo_gap_ev=7.556 homo_ev=-7.0 e_above_lowest_ev=4.794
O 0.7549 -0.5328 0.2633 0.032
N -0.5985 1.4704 -0.6579 0.121
N -1.4438 -0.9786 1.0039 0.155
C 0.6682 1.4477 -0.8990 -0.360
C 1.4648 0.4036 -0.4573 -0.171
C -0.4838 -0.2900 0.3896 -0.204
H 2.5222 0.2581 -0.5255 0.084
H -1.2889 -1.9596 1.2122 0.119
H -2.3889 -0.7015 0.7912 0.115
H 1.1166 2.2702 -1.4383 0.110

***

54
Properties=species:S:1:pos:R:3:lowdin_charge:R:1 method="wB97M-V/def2-TZVPD" homo_lumo_gap_ev=7.469 homo_ev=-7.9 e_above_lowest_ev=5.169 smiles="CCOC(CNC(=O)c1ccc(N2CCc3ccccc32)c([N+](=O)[O-])c1)OCC"
O -1.6299 -2.5736 0.3504 0.060
O 0.7547 3.0756 -0.1974 0.074
O -4.3057 0.4763 -0.7117 -0.096
O 2.5813 2.5811 -1.2238 0.068
O -5.9078 -0.1767 0.8730 -0.096
N -2.3007 -0.5533 1.1053 0.092
N 1.6399 2.2944 -0.5024 -0.352
N 3.9338 0.5504 0.1536 0.002
C -6.8632 0.8711 0.9273 -0.238
C 2.6480 0.1012 0.1384 -0.121
C 1.5320 0.9526 -0.0321 -0.079
C 7.5745 -1.3565 -0.3182 -0.091
C 5.2138 -1.3673 -0.8314 -0.019
C -4.5869 0.2044 0.6308 -0.395
C -1.3794 -1.4120 0.6140 -0.461
C 2.3676 -1.2557 0.4051 0.012
C 1.0841 -1.7129 0.5410 0.012
C 5.7540 1.6368 1.2249 -0.080
C 0.2306 0.4816 0.1509 0.057
C 7.4350 -0.1850 0.4168 -0.030
C -4.6578 -0.5320 -1.6590 -0.240
C -0.0116 -0.8433 0.4478 -0.119
C 5.0728 -0.2211 -0.0661 -0.168
C 4.3404 1.8525 0.6663 -0.113
C 6.1858 0.3807 0.5284 -0.160
C -7.2044 1.4814 -0.4270 -0.067
C -3.6927 -0.8949 1.2375 -0.080
C -3.4379 -1.2246 -2.2548 -0.053
C 6.4784 -1.9274 -0.9422 -0.083
H -2.9306 -1.8476 -1.5246 0.050
H 8.5471 -1.8130 -0.4179 0.099
H 8.2911 0.2780 0.8837 0.113
H -2.7379 -0.4796 -2.6249 0.080
H -0.5731 1.1856 -0.0110 0.126
H -6.3246 1.9410 -0.8697 0.072
H -7.7484 0.4031 1.3658 0.121
H 5.7379 1.4862 2.3079 0.122
H 4.3763 -1.8025 -1.3533 0.113
H -3.8566 -1.8463 0.7283 0.130
H 3.6296 2.1972 1.4216 0.136
H 6.4099 2.4789 1.0106 0.121
H -6.5008 1.6546 1.6090 0.120
H 6.6062 -2.8205 -1.5349 0.103
H -5.2050 -0.0136 -2.4548 0.118
H 3.1922 -1.9323 0.5584 0.111
H 4.3589 2.5843 -0.1520 0.116
H -5.3311 -1.2552 -1.1889 0.124
H -3.9714 -1.0110 2.2909 0.136
H -7.9728 2.2390 -0.2969 0.075
H 0.8901 -2.7535 0.7518 0.125
H -4.3643 1.1630 1.1366 0.163
H -3.7532 -1.8525 -3.0842 0.077
H -2.0426 0.3999 1.3038 0.137
H -7.5754 0.7131 -1.1006 0.078

***

14
Properties=species:S:1:pos:R:3:lowdin_spin:R:1 method="wB97M-V/def2-TZVPD" homo_lumo_gap_ev="6.250 / 8.308" homo_ev="-5.4 / -10.8" spin_multiplicity=3 e_above_lowest_ev=0.658
O -0.0647 -0.0992 0.0782 0.008
O -0.5931 0.6683 -1.9717 0.004
N 1.6233 -0.6528 2.1084 1.029
C -0.9587 0.2609 -0.9544 0.002
C 1.2715 0.0985 -0.2517 0.144
C 2.0763 -0.4193 0.9382 0.648
C -2.3199 0.1280 -0.3907 0.000
H 0.4994 -0.6103 2.1185 0.060
H -2.1135 0.4661 0.6565 0.000
H 3.1566 -0.6045 0.7606 0.062
H -3.0241 0.9182 -0.8349 0.000
H 1.5115 1.1351 -0.4492 0.023
H -2.6475 -0.8838 -0.6287 0.000
H 1.5828 -0.4051 -1.1791 0.019

***

62
Properties=species:S:1:pos:R:3:lowdin_charge:R:1 method="wB97M-V/def2-TZVPD" homo_lumo_gap_ev=5.633 homo_ev=-2.2 total_charge=-2
Au 0.1634 -0.4386 -0.1416 0.621
Sb 2.4089 -0.0145 -2.5431 -0.243
As -2.0982 1.4083 1.9648 1.321
S 1.6683 1.3458 -0.7188 0.023
S 4.6827 0.0804 -2.8827 -0.354
S 1.2802 0.5031 -4.4976 -0.324
S -0.7540 -4.5745 1.6408 0.529
S 1.6230 -1.9855 -1.4444 -0.064
N -1.5741 0.9181 0.2829 -0.323
N -0.9202 -1.9870 0.7046 -0.074
C -0.7176 -3.6134 5.4194 -0.065
C -0.1885 -0.4800 3.3355 -0.311
C 0.0371 -1.6001 4.1278 -0.027
C -2.4188 1.0608 -0.7541 -0.449
C -0.8049 2.7986 2.5359 -0.293
C -2.5237 -1.0702 3.2659 -0.313
C -1.9526 0.8417 -2.0690 -0.070
C 2.1176 5.6846 3.8416 -0.064
C -1.4916 -0.1823 2.9351 -0.333
C -4.1047 1.3122 -3.0182 -0.144
C -3.9126 -0.8681 2.7216 -0.096
C -0.8020 -3.0934 1.0788 -0.987
C -0.6604 3.7470 0.1936 -0.089
C 1.0006 0.3428 2.9367 -0.072
C -0.9912 -2.4353 4.5304 -0.300
C 1.0545 4.7167 3.4120 -0.285
C -1.2603 2.1649 4.9484 -0.066
C -2.2685 -2.1723 4.0631 -0.039
C -0.5408 2.9679 3.8999 -0.309
C 0.6910 4.6304 2.0778 -0.021
C 0.3911 3.9092 4.3188 -0.038
C -3.7793 1.4393 -0.6382 -0.109
C -2.7685 0.9619 -3.1646 -0.103
C -0.2473 3.7114 1.6322 -0.278
C -4.5926 1.5541 -1.7426 -0.140
H -3.0726 -2.8570 4.3054 0.109
H 0.8022 0.9316 2.0449 0.003
H 1.2980 1.0365 3.7252 0.083
H 2.1406 5.7878 4.9246 0.065
H -1.2714 2.7039 5.8968 0.073
H -2.2903 1.9706 4.6331 0.061
H -0.3593 4.6850 -0.2725 0.077
H -3.8562 -0.7509 1.6355 0.064
H 3.0945 5.3357 3.5064 0.079
H -2.3574 0.7838 -4.1472 0.094
H 1.9449 6.6635 3.3962 0.071
H -0.7775 1.2013 5.1150 0.073
H 1.8468 -0.3104 2.7268 0.086
H -5.6307 1.8396 -1.6178 0.085
H -0.1783 2.9353 -0.3532 -0.027
H 1.0504 -1.8417 4.4242 0.121
H -1.6469 -4.0547 5.7776 0.068
H 1.1571 5.2932 1.3597 0.115
H -4.3755 0.0318 3.1447 0.061
H -4.1807 1.6204 0.3583 0.046
H -0.1134 -3.3133 6.2774 0.072
H -1.7436 3.6288 0.0979 0.070
H -0.9123 0.5864 -2.2099 0.023
H -4.5397 -1.7284 2.9508 0.070
H 0.6093 4.0013 5.3764 0.106
H -0.1708 -4.3768 4.8658 0.062
H -4.7495 1.3929 -3.8832 0.077